Record 1
A cluster of 2 separate species, CH4OS in total at a distorted geometry. Source: the OMol25 dataset; level of theory: wB97M-V/def2-TZVPD.

The electronic energy is -513.87292 hartree. Its SMILES is C=O.S. As for the multiplicity: 1. For the molar mass, the calculation gives 64.109 g/mol. The lowest unoccupied orbital energy comes out at 0.75 eV. For the relative energy (zero: lowest compared OMol25 entry of this formula, charge and spin), the calculation gives 0.5940 eV. The orbital gap is 10.692 eV.

Last column: Löwdin charge in e.
Cartesian coordinates (Å):
C -1.46689 -0.17003 -0.44150  -0.179
O -1.82798 0.72438 0.29139  -0.026
H -1.58577 -1.26678 -0.15837  0.085
H -1.01509 -0.08823 -1.51303  0.097
S 2.12018 -0.28719 0.91661  0.500
H 1.64442 0.97349 1.17560  -0.175
H 2.13112 0.11436 -0.27071  -0.303

---

Record 2
The molecule CH4S2. Source: the OMol25 dataset; level of theory: wB97M-V/def2-TZVPD.

The electronic energy is -836.86047 hartree. Its SMILES is CSS. As for the multiplicity: 1. For the molar mass, the calculation gives 80.177 g/mol. The lowest unoccupied orbital energy comes out at 0.57 eV. For the relative energy (zero: lowest compared OMol25 entry of this formula, charge and spin), the calculation gives 0.1551 eV. The orbital gap is 9.021 eV.

Last column: Löwdin charge in e.
Cartesian coordinates (Å):
C 0.80969 0.04484 0.64612  -0.520
S -0.43660 0.98348 -0.23926  0.357
S -1.73122 -0.54818 -0.78681  0.295
H 1.08902 -0.83108 0.06524  0.023
H 0.54668 -0.28800 1.64582  0.032
H 1.65361 0.73199 0.69291  0.024
H -1.93117 -0.09306 -2.02402  -0.211